{"formula": "C2H2Cl4Si", "method": "ωB97M-V with the def2-TZVPD basis set", "e_lumo_ev": [-1.7994, -1.8494], "symbols": ["Cl", "Cl", "Cl", "Cl", "Si", "C", "C", "H", "H"], "coordinates": [[1.66, -1.79, 0.06], [-2.33, 4.06, -1.31], [-2.37, 2.99, 2.03], [-4.44, 1.66, -0.36], [-2.59, 2.52, 0.03], [0.32, 0.53, -0.62], [0.15, -0.61, -0.20], [1.12, 1.16, -0.70], [-0.76, -1.19, -0.30]], "lowdin_charge": [0.40, 0.20, 0.21, 0.19, -0.55, 0.00, -0.52, 0.02, 0.06]}

=====

{"formula": "C4H4Cl2", "method": "ωB97M-V with the def2-TZVPD basis set", "s2": 2.01, "e_lumo_ev": [0.8832, -2.6503], "spin_multiplicity": 3, "symbols": ["Cl", "Cl", "C", "C", "C", "C", "H", "H", "H", "H"], "coordinates": [[1.10, 1.68, -1.05], [-1.34, -1.58, -0.67], [-1.22, 1.47, 0.26], [0.07, -0.88, -0.03], [-0.12, 0.90, -0.13], [1.20, -1.49, 0.11], [-2.00, 0.95, 0.66], [-1.31, 2.56, 0.24], [1.42, -2.52, 0.14], [2.21, -1.09, 0.48]], "mulliken_spin": [0.17, 0.03, 0.93, -0.03, 0.79, 0.08, 0.03, 0.01, 0.00, -0.01]}

=====

{"formula": "C22H31N3O4", "method": "ωB97M-V with the def2-TZVPD basis set", "e_lumo_ev": -0.0333, "symbols": ["O", "O", "O", "O", "N", "N", "N", "C", "C", "C", "C", "C", "C", "C", "C", "C", "C", "C", "C", "C", "C", "C", "C", "C", "C", "C", "C", "C", "C", "H", "H", "H", "H", "H", "H", "H", "H", "H", "H", "H", "H", "H", "H", "H", "H", "H", "H", "H", "H", "H", "H", "H", "H", "H", "H", "H", "H", "H", "H", "H"], "coordinates": [[-1.77, 3.92, 1.43], [-1.51, 2.34, -1.99], [-0.95, 4.23, -0.82], [-2.41, 1.87, 2.02], [2.23, -0.90, -4.09], [-1.79, -2.32, 2.06], [0.51, -2.50, 2.05], [0.04, -1.13, -1.15], [1.30, 1.01, -1.08], [-0.80, -4.40, 3.05], [1.67, -0.62, -2.83], [-1.09, 2.83, -0.92], [-0.59, -1.73, 1.98], [-0.95, 4.75, 0.52], [1.68, -0.25, -5.27], [3.45, -1.68, -4.21], [-1.96, -3.76, 2.31], [-0.56, -0.08, 1.87], [0.48, 4.85, 1.02], [0.28, 0.12, -0.61], [0.84, -1.57, -2.19], [1.99, 0.62, -2.21], [-3.07, -1.65, 1.72], [-0.81, 2.02, 0.31], [1.89, -2.01, 1.80], [-1.79, 6.03, 0.66], [-0.78, 0.52, 0.42], [0.44, -3.96, 2.31], [-1.69, 2.57, 1.31], [-1.86, 0.13, 0.26], [0.48, 0.33, 2.08], [-1.13, 0.39, 2.87], [4.29, -1.12, -4.67], [0.83, 0.36, -4.91], [1.10, 5.46, 0.36], [-2.12, -4.27, 1.35], [3.79, -2.00, -3.21], [-1.73, 6.38, 1.70], [1.32, -1.01, -5.99], [-3.18, -1.63, 0.62], [0.48, 5.31, 2.01], [-1.55, 6.87, 0.00], [2.08, -1.98, 0.72], [2.42, 0.42, -5.76], [2.74, 1.26, -2.70], [1.54, 1.97, -0.60], [-0.90, -5.49, 3.08], [0.92, 3.85, 1.10], [2.05, -1.01, 2.25], [3.31, -2.60, -4.80], [-2.88, -3.93, 2.86], [-3.13, -0.62, 2.12], [-0.86, -1.68, -0.81], [-2.85, 5.77, 0.53], [0.77, -2.61, -2.57], [0.53, -4.50, 1.35], [-3.91, -2.19, 2.12], [-0.79, -4.01, 4.07], [1.32, -4.28, 2.87], [2.63, -2.68, 2.24]], "lowdin_charge": [0.03, 0.06, 0.05, 0.00, -0.26, -0.07, -0.06, -0.07, -0.01, -0.15, -0.26, -0.37, -0.12, -0.49, -0.07, -0.09, -0.15, -0.02, 0.00, -0.18, -0.01, 0.01, 0.00, -0.12, 0.00, 0.01, -0.25, -0.14, -0.49, 0.14, 0.11, 0.18, 0.08, 0.10, 0.09, 0.14, 0.08, 0.09, 0.08, 0.10, 0.09, 0.08, 0.09, 0.08, 0.12, 0.12, 0.13, 0.07, 0.09, 0.07, 0.12, 0.10, 0.12, 0.09, 0.12, 0.14, 0.09, 0.13, 0.12, 0.08]}

=====

{"formula": "C18H19ClN4O2S", "method": "ωB97M-V with the def2-TZVPD basis set", "e_lumo_ev": 0.1354, "symbols": ["Cl", "S", "O", "O", "N", "N", "N", "N", "C", "C", "C", "C", "C", "C", "C", "C", "C", "C", "C", "C", "C", "C", "C", "C", "C", "C", "H", "H", "H", "H", "H", "H", "H", "H", "H", "H", "H", "H", "H", "H", "H", "H", "H", "H", "H"], "coordinates": [[-2.62, -1.44, -4.88], [-3.18, -0.99, -1.35], [-4.36, -1.47, -0.60], [-3.71, -0.17, -2.38], [0.02, -1.95, -1.93], [2.06, -1.73, 3.50], [-2.14, -0.09, -0.21], [-1.11, -2.08, -2.60], [2.02, -0.50, -2.18], [-1.58, 3.52, -1.21], [-2.26, -2.52, -1.89], [1.86, 0.83, 2.27], [0.17, 2.72, 0.25], [-1.30, -0.66, 0.83], [-2.30, 2.29, -1.04], [0.73, -1.34, 2.81], [-0.36, 3.71, -0.58], [-0.59, 1.46, 0.32], [0.89, -0.09, 1.90], [0.03, -0.78, -3.85], [2.62, -0.62, 4.31], [2.94, 0.58, 3.35], [0.73, -1.22, -2.67], [-1.76, 1.28, -0.32], [-0.30, 0.28, 1.12], [-1.14, -1.47, -3.90], [0.27, 0.07, -4.35], [1.68, 0.46, -1.81], [3.93, 0.34, 2.86], [0.17, 4.68, -0.74], [3.04, 1.46, 3.92], [1.12, 2.94, 0.65], [0.42, -2.23, 2.31], [2.51, -0.94, -1.36], [2.20, 1.70, 1.75], [-1.77, -3.02, -0.99], [-3.25, 2.15, -1.58], [-2.04, 4.35, -1.75], [-3.06, -3.09, -2.37], [-0.06, -1.13, 3.51], [-1.43, -1.76, 1.22], [2.72, -0.39, -2.97], [2.71, -2.11, 2.88], [3.62, -0.75, 4.71], [1.86, -0.29, 5.03]], "lowdin_charge": [0.70, 0.73, -0.34, -0.31, 0.13, -0.05, -0.09, -0.23, 0.00, -0.07, -0.16, -0.01, 0.02, 0.00, 0.00, -0.13, -0.11, -0.11, -0.14, -0.01, -0.20, -0.19, -0.32, -0.25, -0.14, -0.54, 0.08, 0.07, 0.12, 0.11, 0.08, 0.07, 0.09, 0.06, 0.07, 0.14, 0.11, 0.10, 0.11, 0.12, 0.16, 0.06, 0.07, 0.10, 0.11]}

=====

{"formula": "C44H55IrP2", "method": "ωB97M-V with the def2-TZVPD basis set", "s2": 0.79, "e_lumo_ev": [-10.5718, -11.2069], "charge": 3, "spin_multiplicity": 2, "symbols": ["Ir", "P", "P", "C", "C", "C", "C", "C", "C", "C", "C", "C", "C", "C", "C", "C", "C", "C", "C", "C", "C", "C", "C", "C", "C", "C", "C", "C", "C", "C", "C", "C", "C", "C", "C", "C", "C", "C", "C", "C", "C", "C", "C", "C", "C", "C", "C", "H", "H", "H", "H", "H", "H", "H", "H", "H", "H", "H", "H", "H", "H", "H", "H", "H", "H", "H", "H", "H", "H", "H", "H", "H", "H", "H", "H", "H", "H", "H", "H", "H", "H", "H", "H", "H", "H", "H", "H", "H", "H", "H", "H", "H", "H", "H", "H", "H", "H", "H", "H", "H", "H", "H"], "coordinates": [[-1.01, -0.44, -0.08], [-0.94, 3.69, -0.91], [-0.25, -0.85, -2.15], [2.74, 1.99, 2.12], [2.33, -1.37, 1.83], [-2.60, 2.45, 0.96], [-2.73, -0.05, -5.32], [-3.45, 6.93, -2.90], [0.35, 1.99, 2.78], [-1.34, 5.90, -2.46], [-1.67, 0.04, -4.42], [1.97, 0.68, 4.17], [-2.04, 2.37, -0.30], [-1.99, 4.91, -1.69], [1.54, -2.46, 1.85], [-3.74, 0.33, 0.68], [-0.03, 2.84, -2.28], [-2.07, 6.89, -3.07], [-0.51, -4.41, 2.65], [1.77, -4.91, -2.78], [-2.54, -1.87, -3.23], [4.03, -0.61, 0.21], [-3.16, 0.20, -0.61], [0.98, 0.46, -2.54], [3.81, -1.40, 1.51], [0.90, 1.75, -1.72], [-1.73, -3.23, 0.81], [0.53, -2.45, -2.37], [1.29, -3.02, -1.37], [-1.99, -2.44, 3.18], [-1.58, -0.86, -3.36], [-3.37, 4.98, -1.51], [-3.59, -1.95, -4.12], [4.71, -0.91, 2.66], [0.41, -3.10, -3.60], [-3.45, 1.43, 1.45], [4.23, -2.85, 1.24], [1.90, -4.25, -1.56], [-4.10, 5.98, -2.12], [-2.31, 1.21, -1.08], [0.12, -2.09, 1.94], [1.37, -0.18, 2.06], [-3.69, -1.04, -5.16], [0.03, -0.68, 1.88], [1.61, 1.12, 2.70], [1.04, -4.32, -3.80], [-1.01, -3.04, 2.16], [-2.06, -2.25, 0.36], [-0.06, 2.18, 1.79], [0.61, 2.95, 3.22], [-4.42, -0.43, 1.04], [3.69, 1.49, 2.07], [3.67, -3.29, 0.42], [0.93, 0.66, -3.62], [0.54, 3.59, -2.83], [-1.57, 7.64, -3.67], [1.43, -2.50, -0.43], [-3.49, -0.57, -1.29], [-5.17, 6.03, -2.00], [2.92, 0.16, 4.23], [-0.80, -0.16, 2.35], [2.47, 2.34, 1.13], [-4.33, -2.74, -4.02], [-2.66, -3.77, 0.97], [0.59, 1.50, -0.69], [0.14, -4.88, 1.92], [2.49, -4.70, -0.77], [-2.74, -3.18, 3.42], [-2.40, 3.31, 1.58], [-1.49, -2.16, 4.10], [-0.91, 0.79, -4.58], [2.24, -5.86, -2.93], [-3.89, 4.25, -0.90], [4.14, -3.48, 2.12], [-2.04, 1.20, -2.12], [3.67, 0.41, 0.26], [5.10, -0.57, 0.00], [0.03, -4.32, 3.59], [1.95, -0.02, -2.37], [4.64, 0.15, 2.87], [-1.12, -3.76, 0.08], [1.91, 2.16, -1.61], [3.55, -1.12, -0.62], [-0.43, 1.55, 3.41], [-3.90, 1.54, 2.42], [-4.50, -1.11, -5.87], [0.95, -4.82, -4.76], [5.74, -1.11, 2.39], [-2.79, 0.64, -6.14], [2.84, 2.86, 2.77], [-0.26, 5.89, -2.56], [1.20, 0.05, 4.60], [1.88, -3.47, 1.77], [-1.35, -5.06, 2.81], [5.28, -2.86, 0.95], [-0.78, 2.45, -2.98], [-2.51, -1.56, 2.78], [-0.16, -2.67, -4.41], [-4.03, 7.72, -3.38], [-2.46, -2.61, -2.43], [2.03, 1.60, 4.75], [4.50, -1.46, 3.58]], "mulliken_spin": [-0.04, 0.47, 0.00, 0.00, 0.02, -0.03, 0.00, 0.14, -0.07, 0.08, 0.00, 0.01, 0.06, 0.15, 0.02, 0.03, 0.08, -0.02, 0.00, 0.00, 0.00, 0.00, 0.00, 0.01, 0.00, 0.05, -0.01, 0.00, 0.00, 0.00, 0.00, 0.04, 0.00, 0.00, 0.00, 0.00, 0.00, 0.00, 0.00, 0.01, -0.01, -0.01, 0.00, 0.03, 0.01, 0.00, 0.00, 0.00, 0.05, 0.00, 0.00, 0.00, 0.00, 0.00, -0.01, 0.00, -0.01, 0.00, 0.00, 0.00, 0.00, 0.00, 0.00, 0.00, -0.02, 0.00, 0.00, 0.00, 0.00, 0.00, 0.00, 0.00, 0.00, 0.00, 0.00, 0.00, 0.00, 0.00, 0.00, 0.00, 0.00, -0.01, 0.00, 0.00, 0.00, 0.00, 0.00, 0.00, 0.00, 0.00, 0.00, 0.00, 0.00, 0.00, 0.00, -0.01, 0.00, 0.00, 0.00, 0.00, 0.00, 0.00]}

=====

{"formula": "C5H8N2", "method": "ωB97M-V with the def2-TZVPD basis set", "e_lumo_ev": 1.0013, "symbols": ["N", "N", "C", "C", "C", "C", "C", "H", "H", "H", "H", "H", "H", "H", "H"], "coordinates": [[0.92, -0.10, 0.02], [-2.61, 0.67, -0.26], [-0.04, 0.85, -0.24], [-1.28, 0.25, -0.08], [2.35, 0.13, 0.03], [0.31, -1.28, 0.36], [-1.04, -1.09, 0.30], [-2.98, 0.79, -1.19], [2.59, 0.96, -0.64], [2.71, 0.37, 1.04], [-3.05, 1.24, 0.44], [0.26, 1.85, -0.53], [2.86, -0.77, -0.32], [0.90, -2.16, 0.60], [-1.90, -1.73, 0.46]], "lowdin_charge": [-0.19, 0.05, -0.04, -0.35, -0.04, -0.10, -0.06, 0.07, 0.09, 0.09, 0.07, 0.12, 0.09, 0.11, 0.10]}